ORCA calculation (wB97M-V/def2-TZVPD) on a 10-piece molecular cluster, C65H46FNO38 overall.

Computed properties:
* structure (SMILES): CC[C@@H](F)c1ccc2c(c1)C(=O)NC2=O.O=C1C=C(O)C(=O)C=C1O.O=C1C=C(O)C(=O)C=C1O.O=C1C=C(O)C(=O)C=C1O.O=C1C=C(O)C(=O)C=C1O.O=C1C=C(O)C(=O)C=C1O.O=C1C=C(O)C(=O)C=C1O.O=C1C=C(O)C(=O)C=C1O.O=C1C=C(O)C(=O)C=C1O.O=C1C=C(O)C(=O)C=C1O
* ΔE to the lowest compared entry with this formula, charge and spin: 0.0 kcal/mol
* lowest unoccupied orbital energy: -1.664 eV
* net charge: 0

Element x y z (Å)
C: -1.257 5.846 2.172
C: -1.616 5.064 0.905
C: -2.411 3.786 1.143
F: -3.440 3.689 0.195
C: -1.598 2.515 1.096
C: -2.175 1.310 0.668
C: -1.448 0.135 0.627
C: -0.125 0.178 1.030
C: 0.451 1.364 1.464
C: -0.266 2.542 1.505
C: 1.855 1.079 1.845
O: 2.765 1.847 1.937
N: 1.999 -0.374 1.953
C: 0.906 -0.877 1.112
O: 0.961 -1.921 0.534
H: -0.261 5.592 2.531
H: -1.269 6.913 1.977
H: -1.966 5.645 2.976
H: -2.257 5.687 0.282
H: -0.715 4.851 0.335
H: -2.900 3.834 2.121
H: -3.196 1.269 0.326
H: -1.891 -0.787 0.287
H: 0.203 3.454 1.842
H: 1.808 -0.637 2.917
C: -6.975 0.175 -3.500
C: -6.342 1.002 -2.655
C: -5.731 0.512 -1.361
O: -5.149 1.344 -0.685
C: -5.858 -0.884 -1.006
C: -6.495 -1.710 -1.849
C: -7.079 -1.224 -3.155
O: -7.623 -2.065 -3.854
O: -6.669 -3.002 -1.636
O: -6.195 2.299 -2.860
H: -7.426 0.498 -4.429
H: -5.428 -1.219 -0.073
H: -7.153 -3.344 -2.414
H: -5.693 2.653 -2.100
C: -10.680 0.079 -8.723
C: -10.024 0.900 -7.892
C: -9.402 0.409 -6.606
O: -8.824 1.245 -5.927
C: -9.526 -0.982 -6.245
C: -10.187 -1.804 -7.073
C: -10.797 -1.323 -8.372
O: -11.361 -2.159 -9.052
O: -10.374 -3.093 -6.849
O: -9.855 2.195 -8.106
H: -11.128 0.416 -9.647
H: -9.080 -1.300 -5.312
H: -10.878 -3.432 -7.616
H: -9.335 2.533 -7.351
C: 3.900 -3.024 -0.347
C: 4.674 -3.835 0.382
C: 5.856 -4.575 -0.192
O: 6.486 -5.275 0.581
C: 6.159 -4.415 -1.598
C: 5.388 -3.603 -2.335
C: 4.214 -2.847 -1.750
O: 3.600 -2.127 -2.516
O: 5.568 -3.379 -3.626
O: 4.492 -4.062 1.679
H: 3.054 -2.496 0.071
H: 6.998 -4.959 -2.007
H: 4.867 -2.749 -3.889
H: 5.230 -4.650 1.949
C: 3.039 6.570 0.835
C: 4.325 6.936 0.725
C: 4.749 8.204 0.012
O: 5.943 8.438 -0.010
C: 3.731 9.039 -0.587
C: 2.447 8.671 -0.478
C: 2.023 7.415 0.252
O: 0.824 7.196 0.297
O: 1.434 9.354 -0.985
O: 5.335 6.246 1.218
H: 2.732 5.666 1.342
H: 4.041 9.935 -1.105
H: 0.626 8.857 -0.750
H: 6.145 6.745 0.995
C: -11.620 2.009 -3.806
C: -12.605 2.883 -3.554
C: -13.608 2.673 -2.439
O: -14.447 3.543 -2.297
C: -13.510 1.477 -1.629
C: -12.527 0.603 -1.884
C: -11.516 0.823 -2.986
O: -10.658 -0.032 -3.118
O: -12.340 -0.522 -1.214
O: -12.799 3.999 -4.233
H: -10.892 2.154 -4.592
H: -14.237 1.329 -0.843
H: -11.559 -0.951 -1.615
H: -13.576 4.434 -3.828
C: 8.666 -7.759 1.225
C: 9.238 -7.919 2.426
C: 9.649 -9.276 2.955
O: 10.174 -9.295 4.054
C: 9.396 -10.447 2.143
C: 8.820 -10.288 0.943
C: 8.428 -8.927 0.407
O: 7.928 -8.912 -0.704
O: 8.540 -11.279 0.115
O: 9.503 -6.929 3.262
H: 8.362 -6.795 0.840
H: 9.681 -11.414 2.532
H: 8.136 -10.864 -0.673
H: 9.921 -7.341 4.044
C: -1.863 -1.429 -4.053
C: -1.838 -1.334 -5.391
C: -2.397 -0.135 -6.131
O: -2.306 -0.160 -7.344
C: -2.992 0.942 -5.369
C: -3.015 0.847 -4.032
C: -2.447 -0.349 -3.297
O: -2.537 -0.307 -2.082
O: -3.521 1.767 -3.227
O: -1.334 -2.255 -6.191
H: -1.465 -2.280 -3.518
H: -3.395 1.790 -5.903
H: -3.377 1.446 -2.312
H: -1.447 -1.917 -7.102
C: 7.643 -2.685 5.443
C: 7.460 -2.426 6.743
C: 6.094 -2.441 7.382
O: 6.051 -2.201 8.577
C: 4.946 -2.723 6.553
C: 5.116 -2.974 5.245
C: 6.492 -2.988 4.611
O: 6.567 -3.262 3.429
O: 4.103 -3.228 4.442
O: 8.437 -2.131 7.590
H: 8.618 -2.681 4.976
H: 3.970 -2.716 7.017
H: 4.388 -3.336 3.515
H: 8.006 -2.003 8.460
C: 9.175 1.134 7.766
C: 8.632 1.861 6.780
C: 8.484 3.364 6.867
O: 7.989 3.918 5.903
C: 8.929 4.038 8.068
C: 9.468 3.311 9.057
C: 9.632 1.809 8.961
O: 10.145 1.259 9.918
O: 9.906 3.817 10.197
O: 8.176 1.349 5.649
H: 9.287 0.062 7.705
H: 8.810 5.110 8.129
H: 10.245 3.060 10.716
H: 7.845 2.102 5.120

Löwdin population analysis, charges in e, atoms 1 to 8:
1. C -0.096
2. C -0.190
3. C -0.278
4. F -0.020
5. C -0.112
6. C 0.014
7. C 0.018
8. C -0.087